No. 1
74
Properties=species:S:1:pos:R:3:mulliken_spin:R:1 method="wB97M-V/def2-TZVPD" lumo_ev="3.70 / 1.70" gap_ha="0.157 / 0.183" e_homo_ev="-0.58 / -3.29" total_charge=-2 s_squared=6.133 relative_energy_ev=0.5861 spin_multiplicity=5
Pt 1.65921 2.03207 -0.07563 0.54
C -2.94498 -3.91017 0.01046 0.00
O -4.01998 -2.98259 -0.17065 -0.02
C -3.68051 -1.67621 -0.20250 -0.08
C -4.75762 -0.76122 -0.28954 0.34
C -4.54142 0.62149 -0.24140 -0.10
C -3.28557 1.16509 -0.12748 0.15
C -3.08627 2.62409 0.11079 0.03
C -4.18850 3.57401 -0.30217 -0.01
O -2.08158 3.03347 0.65140 0.06
C -2.14660 0.25468 -0.17746 0.07
O -0.98416 0.62751 -0.27868 0.33
C -2.40687 -1.18398 -0.14983 0.14
H -3.40090 -4.89475 0.03347 0.00
H -2.42146 -3.72640 0.94984 0.00
H -2.23679 -3.85067 -0.81792 0.00
H -5.76065 -1.15892 -0.36532 0.02
H -5.40697 1.27254 -0.25679 0.01
H -5.00079 3.54190 0.42704 0.00
H -4.59712 3.32716 -1.28136 0.00
H -3.77214 4.57881 -0.31325 0.00
H -1.52021 -1.80136 -0.11088 0.06
Cl 0.48305 1.98384 4.38575 0.02
C 2.10732 1.49170 4.06264 0.20
C 2.84804 0.92337 5.07005 -0.09
C 4.15144 0.51008 4.80422 0.20
C 4.70894 0.70063 3.54818 -0.10
C 3.97037 1.27721 2.53355 0.18
Cl 4.72664 1.53894 1.01263 0.02
C 2.61710 1.65054 2.73882 -0.08
N 1.80220 2.09596 1.80125 1.00
H 2.40629 0.79231 6.04704 0.00
H 4.73159 0.03091 5.58066 0.02
H 5.72505 0.39643 3.34021 0.00
F 1.94557 5.34035 -5.63984 0.00
C 1.16247 4.57137 -4.86205 0.00
C 0.82555 4.94380 -3.62561 0.00
N -0.00174 4.18395 -2.83164 0.00
C -0.20401 4.58731 -1.43500 0.02
C 1.12331 4.92792 -0.75540 0.00
O 1.54443 6.07402 -0.89307 0.00
O 1.69308 4.04489 -0.02763 0.00
C -0.55253 3.00998 -3.28621 0.00
O -1.38030 2.36689 -2.67787 0.00
N -0.12718 2.63112 -4.55030 0.00
C 0.72020 3.30294 -5.41687 0.00
O 1.01283 2.85580 -6.50751 0.00
H 1.20012 5.85132 -3.16904 0.00
H -0.74574 3.78987 -0.93358 -0.01
H -0.79262 5.50678 -1.41825 0.00
H -0.43799 1.71803 -4.84824 0.00
O -1.79947 -7.16981 2.26520 0.00
S -0.61814 -6.60158 2.90621 0.00
O -0.88591 -5.41915 3.70462 0.00
O 0.24392 -7.58158 3.55105 0.00
C 0.35514 -6.01372 1.49915 -0.05
N 0.82699 -6.94723 0.65948 0.12
C 1.47545 -6.48433 -0.40071 -0.03
C 1.67270 -5.14631 -0.66799 0.13
C 1.16687 -4.24246 0.28041 0.01
N 0.50581 -4.71040 1.36730 0.09
C 1.29911 -2.81525 0.16249 0.15
C 1.77492 -2.14133 -0.99868 0.03
C 1.88711 -0.78648 -1.04418 0.09
N 1.58977 0.02575 0.01533 0.21
C 1.05309 -0.60459 1.12265 0.15
C 0.89792 -1.94878 1.22170 0.02
H 1.86837 -7.23223 -1.08825 0.00
H 2.20522 -4.82685 -1.55146 0.03
H 2.00660 -2.68615 -1.90535 0.03
H 2.20209 -0.28282 -1.94525 0.02
H 0.67556 0.04083 1.89925 0.00
H 0.43884 -2.37354 2.10370 0.02
Cl 2.47646 2.14315 -2.22567 0.08

No. 2
61
Properties=species:S:1:pos:R:3:mulliken_spin:R:1 method="wB97M-V/def2-TZVPD" lumo_ev="-7.49 / -7.53" gap_ha="0.244 / 0.243" e_homo_ev="-14.13 / -14.13" total_charge=+2 s_squared=0.782 spin_multiplicity=2
Co 0.29429 0.82148 0.79169 0.99
C 0.00129 -2.04082 3.86389 0.00
C -0.19321 -0.86592 3.15339 -0.01
N 0.60089 -0.53642 2.12889 0.00
C 1.62789 -1.38992 1.82459 -0.04
C 1.80289 -2.55162 2.58669 0.00
N 0.99829 -2.86252 3.57219 0.00
C 2.41519 -0.96312 0.68289 0.04
C 3.59979 -1.48622 0.19429 0.00
C 4.20569 -0.93232 -0.94701 0.00
C 3.61819 0.22548 -1.48791 0.00
C 2.43449 0.71668 -0.96671 0.02
N 1.81509 0.07698 0.05479 0.02
C 1.67339 1.88488 -1.37191 -0.04
C 1.83289 2.63688 -2.54161 0.00
N 1.05549 3.65278 -2.82291 0.00
C 0.10679 3.99098 -1.96311 0.00
C -0.07631 3.28208 -0.78371 0.00
N 0.68139 2.22018 -0.48901 0.00
C 5.40719 -1.53662 -1.54701 0.00
C 6.01809 -0.98352 -2.68081 0.00
C 7.15839 -1.57962 -3.19691 0.00
N 7.67279 -2.65222 -2.65251 0.00
C 7.12829 -3.21772 -1.60641 0.00
C 5.98609 -2.69822 -1.01681 0.00
H -0.64671 -2.32522 4.67979 0.00
H -0.98811 -0.18152 3.41549 0.00
H 2.60229 -3.24972 2.38489 0.00
H 4.04099 -2.32792 0.69779 0.00
H 4.07589 0.74408 -2.31201 0.00
H 2.59369 2.39528 -3.27021 0.00
H -0.51151 4.83978 -2.22111 0.00
H -0.83251 3.57488 -0.06731 0.00
H 5.64579 -0.10702 -3.18201 0.00
H 7.66439 -1.18732 -4.06631 0.00
H 7.60969 -4.10762 -1.22881 0.00
H 5.58509 -3.21792 -0.16411 0.00
O -1.57281 0.64518 0.57189 0.02
S -2.67361 -0.41292 0.39919 0.00
C -3.72221 -0.07342 1.82799 0.00
C -4.30121 -1.13412 2.50369 0.00
C -5.02001 -0.87602 3.65979 0.00
C -5.13561 0.42478 4.12809 0.00
C -4.55381 1.47668 3.43709 0.00
C -3.84291 1.23168 2.27559 0.00
C -3.70481 0.27898 -0.91651 0.00
C -4.93511 -0.30172 -1.17731 0.00
C -5.70921 0.21208 -2.20521 0.00
C -5.24521 1.27698 -2.96301 0.00
C -4.00471 1.83478 -2.69861 0.00
C -3.22301 1.32888 -1.67411 0.00
H -4.18891 -2.14162 2.13269 0.00
H -5.47611 -1.69092 4.19869 0.00
H -5.68071 0.62068 5.03709 0.00
H -4.64611 2.48828 3.80039 0.00
H -3.37371 2.03438 1.72759 0.00
H -5.28601 -1.13492 -0.58801 0.00
H -6.67451 -0.22222 -2.41091 0.00
H -5.84691 1.66738 -3.76821 0.00
H -3.63681 2.66158 -3.28521 0.00
H -2.25021 1.74418 -1.45791 0.00

No. 3
64
Properties=species:S:1:pos:R:3:lowdin_charge:R:1 method="wB97M-V/def2-TZVPD" lumo_ev=-0.86 gap_ha=0.315 e_homo_ev=-9.43
C -6.84208 -0.66476 -2.01708 -0.01
C -5.93320 -1.08403 -0.88212 -0.43
F -5.50955 0.02449 -0.17336 0.01
N -4.76032 -1.83937 -1.36781 -0.28
P -3.48793 -0.95090 -2.13888 0.72
O -2.72567 0.00137 -1.32025 -0.37
S -4.23792 -3.02610 -0.33457 0.56
O -3.09652 -3.64003 -0.89778 -0.25
O -5.35961 -3.74561 0.13501 -0.21
F -3.73272 -2.17215 0.86955 -0.12
H -7.50045 0.12135 -1.65054 0.09
H -6.28425 -0.25993 -2.85900 0.06
H -7.44328 -1.51355 -2.33596 0.09
H -6.46231 -1.74009 -0.19352 0.14
H -4.14372 -0.37741 -3.23310 0.03
H -2.71697 -1.98466 -2.66702 0.03
C 4.53862 1.90467 -4.95811 -0.06
C 5.08250 0.75936 -5.52966 -0.06
C 4.61050 -0.49032 -5.16700 0.00
C 3.59558 -0.60159 -4.22472 -0.08
C 3.05765 0.54786 -3.64252 -0.08
C 3.52898 1.79992 -4.01704 0.00
C 1.98657 0.45897 -2.60797 -0.27
O 1.50738 1.45722 -2.11359 0.11
C 1.52932 -0.90054 -2.20357 -0.07
C 0.56715 -1.01277 -1.20949 0.00
C 0.12021 -2.26221 -0.81882 -0.06
C 0.62038 -3.40859 -1.42687 -0.05
C 1.58245 -3.30262 -2.41845 0.00
C 2.04452 -2.05026 -2.80665 -0.08
C 3.09515 -1.95978 -3.86024 -0.28
O 3.53066 -2.95309 -4.40215 0.11
H 4.90659 2.88040 -5.24668 0.11
H 5.87664 0.84383 -6.25969 0.11
H 5.02018 -1.38965 -5.60549 0.12
H 3.09877 2.68046 -3.56039 0.12
H 0.17484 -0.11852 -0.74772 0.09
H -0.62802 -2.33937 -0.04012 0.10
H 0.25858 -4.38284 -1.12555 0.11
H 1.98623 -4.18291 -2.89922 0.12
C -1.82458 0.90944 1.50532 -0.05
C -0.90841 1.62205 0.73855 -0.07
C 0.25664 2.10233 1.31268 0.01
C 0.50646 1.88226 2.66254 -0.08
C -0.42094 1.18014 3.43729 -0.08
C -1.58257 0.69091 2.85122 0.00
C -0.19477 0.94970 4.89137 -0.28
O -0.99166 0.33039 5.56434 0.10
C 1.04808 1.51102 5.49766 -0.08
C 1.26505 1.34904 6.86054 0.00
C 2.41602 1.85226 7.44158 -0.06
C 3.35888 2.51520 6.66310 -0.06
C 3.14661 2.68125 5.30548 0.00
C 1.98932 2.18485 4.71847 -0.08
C 1.77347 2.39469 3.25581 -0.28
O 2.60289 2.96506 2.58014 0.11
H -2.72250 0.52703 1.04112 0.08
H -1.10570 1.78729 -0.31234 0.10
H 0.98272 2.64336 0.72137 0.12
H -2.28511 0.13947 3.46124 0.12
H 0.52455 0.82790 7.45128 0.12
H 2.58188 1.72817 8.50364 0.11
H 4.26011 2.90384 7.11879 0.11
H 3.86864 3.19605 4.68694 0.12